C5H17NO2 | wB97M-V/def2-TZVPD

Geometry as XYZ:
```
25
Properties=species:S:1:pos:R:3:lowdin_charge:R:1
C -0.76 -2.44 -0.39 -0.0656
C -0.47 -0.93 0.04 -0.2411
N 0.46 -0.20 -0.89 -0.1301
C 0.40 1.31 -0.86 -0.2221
C -1.00 1.89 -1.45 -0.0719
C 1.92 -0.57 -0.65 -0.0785
H -1.37 -3.02 0.28 0.0663
H -1.21 -2.42 -1.34 0.0343
H 0.18 -3.08 -0.59 0.0905
H 0.08 -1.13 1.03 0.1028
H -1.44 -0.46 0.29 0.0756
H 1.18 1.64 -1.60 0.1216
H 0.61 1.65 0.15 0.0795
H -1.74 1.16 -0.95 0.0560
H -1.05 1.71 -2.46 0.0226
H -1.10 2.95 -1.13 0.0839
H 1.98 -1.54 -0.08 0.0928
H 2.39 0.24 -0.01 0.0811
H 2.49 -0.68 -1.59 0.0849
H -1.39 0.89 1.63 -0.0306
H -1.69 1.67 0.99 0.2792
O -1.21 0.12 2.43 -0.1785
H 1.59 0.55 2.83 0.0270
H -0.03 0.17 2.40 0.0240
O 1.20 0.51 1.91 -0.3035
```

Properties
**LUMO**: -4.0 eV
**Calculated total energy**: -405.574347 Eh
**HOMO-LUMO gap**: 4.69 eV
**Relative energy (zero: lowest compared OMol25 entry of this formula, charge and spin)**: 231.0 kcal per mole
**Highest occupied orbital energy**: -8.73 eV


C5H17NO2 | wB97M-V/def2-TZVPD

Geometry as XYZ:
```
25
Properties=species:S:1:pos:R:3:lowdin_charge:R:1
C 1.38 -0.50 0.07 -0.0484
C 0.36 -1.47 -0.56 -0.4322
C -0.02 -2.53 0.48 -0.0646
N -0.86 -0.88 -1.10 -0.2433
C -0.56 0.09 -2.14 -0.0844
C -1.81 -0.34 -0.14 -0.0873
H 2.14 -1.06 0.59 0.0814
H 0.81 0.20 0.67 0.0404
H 1.92 0.05 -0.71 0.0728
H 0.85 -1.97 -1.38 0.1247
H -0.98 -2.98 0.31 0.0704
H 0.72 -3.34 0.50 0.0785
H 0.05 -2.13 1.48 0.0732
H 0.13 -0.40 -2.83 0.0941
H -1.48 0.40 -2.64 0.0876
H -0.11 0.97 -1.68 0.0454
H -2.38 -1.13 0.36 0.0833
H -2.54 0.23 -0.69 0.0776
H -1.37 0.27 0.66 0.0724
O 0.86 2.93 -0.30 -0.0552
H 0.62 2.52 -1.13 0.0021
H 0.47 3.81 -0.31 0.0418
O 0.39 1.57 3.15 -0.0661
H 0.05 1.16 2.34 0.0036
H 1.04 2.21 2.85 0.0321
```

Properties
**LUMO**: 0.6 eV
**SMILES**: CC(C)N(C)C.O.O
**Calculated total energy**: -405.902517 Eh
**HOMO-LUMO gap**: 9.04 eV
**Relative energy (zero: lowest compared OMol25 entry of this formula, charge and spin)**: 25.1 kcal per mole
**Highest occupied orbital energy**: -8.46 eV